Record 1
A single C2H5Cl2NOS molecule in a non-equilibrium geometry, computed with ωB97M-V/def2-TZVPD.

Last column: natural (NBO) charge in e.
Cartesian coordinates (Å):
N  1.260  -1.039  -1.486  -1.03
S  1.181  -0.376  -0.121  1.68
O  2.206  -0.966  1.174  -0.82
Cl  1.464  1.706  -0.246  -0.23
C  -0.567  -0.376  0.502  -0.58
C  -1.326  0.855  0.018  -0.43
Cl  -3.039  0.542  0.304  -0.02
H  2.043  -1.588  -1.439  0.39
H  -0.188  -0.173  1.504  0.26
H  -0.831  -1.445  0.377  0.28
H  -1.121  0.966  -1.083  0.24
H  -1.082  1.894  0.495  0.26

The calculation puts the energy above the lowest of the compared OMol25 structures with the same formula, charge and spin at 209.94 kJ/mol. The electronic energy is -1527.6317 Ha. The largest force on an atom comes out at 7.34 eV Å⁻¹. As for the HOMO energy: -10.63 eV. Its structure (SMILES) is N=[S@@](=O)(Cl)CCCl. As for the LUMO energy: -0.76 eV.


Record 2
2 unconnected molecules or ions with the total composition C2H5Cl2OP in a non-equilibrium geometry, computed with ωB97M-V/def2-TZVPD.

Last column: natural (NBO) charge in e.
Cartesian coordinates (Å):
C  0.880  -0.100  0.789  -0.14
C  -1.696  0.585  -0.605  -0.28
O  0.499  -1.351  0.868  -0.67
P  1.596  0.425  -0.838  0.23
Cl  -2.300  -0.969  -0.192  0.04
Cl  -2.065  1.902  0.580  -0.06
H  0.488  0.719  1.578  0.20
H  -1.955  1.093  -1.576  0.22
H  -0.174  -1.518  1.570  0.49
H  1.817  -0.824  -1.506  0.00
H  2.908  0.039  -0.667  -0.03

The calculation puts the energy above the lowest of the compared OMol25 structures with the same formula, charge and spin at 656.10 kJ/mol. The electronic energy is -1415.9922 Ha. The largest force on an atom comes out at 3.31 eV Å⁻¹. As for the HOMO energy (alpha / beta): -8.82 / -7.14 eV. As for the LUMO energy (alpha / beta): 0.54 / -0.88 eV.


Record 3
A single C2H5Cl3OSi molecule in a non-equilibrium geometry, computed with ωB97M-V/def2-TZVPD.

Last column: natural (NBO) charge in e.
Cartesian coordinates (Å):
C  1.801  0.113  -0.046  -0.64
C  0.479  -0.299  -0.691  -0.06
O  -0.416  -0.840  0.213  -0.89
Si  -1.804  -0.042  0.621  1.66
Cl  -3.163  -1.363  1.480  -0.34
Cl  -2.691  0.569  -1.161  -0.37
Cl  -1.331  1.624  1.850  -0.36
H  1.705  0.836  0.752  0.22
H  2.451  0.658  -0.778  0.22
H  2.291  -0.769  0.406  0.21
H  0.032  0.562  -1.179  0.17
H  0.645  -1.048  -1.468  0.18

The calculation puts the energy above the lowest of the compared OMol25 structures with the same formula, charge and spin at 0.00 kJ/mol. The electronic energy is -1824.7092 Ha. The largest force on an atom comes out at 2.88 eV Å⁻¹. As for the HOMO energy: -11.22 eV. Its structure (SMILES) is CCO[Si](Cl)(Cl)Cl. As for the LUMO energy: 0.36 eV.